(1)
C6H13NO | ωB97M-V/def2-TZVPD

## Properties
F_max: 3.32 eV/Å
gap between HOMO and LUMO: 5.6 eV
lowest unoccupied orbital energy: -1.676 eV
highest occupied orbital energy: -7.2 eV
ΔE to the lowest compared entry with this formula, charge and spin: 615.6 kJ/mol

Each atom is followed by the atoms it is bonded to, with distances in Å.
Cartesian coordinates (Å):
1 C 0.48589 1.44879 1.58869  C4 1.375, H9 1.072, H10 1.074
2 C -1.76181 0.43434 -0.51777  C3 1.545, H11 1.085, H12 1.092, H18 1.158
3 C -2.00406 -0.74611 0.44929  C2 1.545, H13 1.099, H14 1.093, H15 1.089
4 C 0.86066 0.18409 1.19887  C1 1.375, N5 1.517, O8 1.224
5 N 1.40449 0.12494 -0.21566  C4 1.517, C6 1.377, C7 1.452
6 C 0.62286 0.66075 -1.21424  N5 1.377, H16 1.072, H17 1.093
7 C 1.89494 -1.17123 -0.64995  N5 1.452, H19 1.091, H20 1.090, H21 1.085
8 O 1.00661 -0.86568 1.81184  C4 1.224
9 H 0.30213 1.61513 2.63207  C1 1.072
10 H 0.74463 2.25533 0.92775  C1 1.074
11 H -1.97953 0.14865 -1.54124  C2 1.085
12 H -2.45965 1.23448 -0.26434  C2 1.092
13 H -1.89768 -1.65754 -0.15498  C3 1.099
14 H -2.92670 -0.66440 1.02932  C3 1.093
15 H -1.16101 -0.81834 1.13503  C3 1.089
16 H 0.27182 -0.03943 -1.94624  C6 1.072
17 H 1.16589 1.51695 -1.62302  C6 1.093
18 H -0.67981 0.83680 -0.43062  C2 1.158
19 H 1.10319 -1.90512 -0.80802  C7 1.091
20 H 2.53096 -1.55070 0.14968  C7 1.090
21 H 2.47618 -1.04171 -1.55649  C7 1.085

=====

(2)
C6H13NO | ωB97M-V/def2-TZVPD

## Properties
F_max: 1.00 eV/Å
SMILES string: C=C/C(N)=C/CC.O
gap between HOMO and LUMO: 8.6 eV
lowest unoccupied orbital energy: 0.454 eV
highest occupied orbital energy: -8.2 eV
ΔE to the lowest compared entry with this formula, charge and spin: 211.7 kJ/mol

Each atom is followed by the atoms it is bonded to, with distances in Å.
Cartesian coordinates (Å):
1 C -1.42584 -2.36733 -0.48805  C2 1.332, H8 1.077, H9 1.081
2 C -0.39688 -2.14849 -1.30465  C1 1.332, C3 1.494, H10 1.084
3 C 0.59958 -1.12008 -0.87931  C2 1.494, N4 1.408, C5 1.337
4 N 1.62384 -1.60476 -0.04412  C3 1.408, H11 1.009, H12 1.005
5 C 0.51579 0.15196 -1.28216  C3 1.337, C6 1.536, H13 1.077
6 C 1.22098 1.32610 -0.58751  C5 1.536, C7 1.520, H14 1.096, H15 1.092
7 C 0.93488 2.65904 -1.25931  C6 1.520, H16 1.097, H17 1.092, H18 1.082
8 H -2.13885 -3.15355 -0.67041  C1 1.077
9 H -1.49291 -1.73396 0.38545  C1 1.081
10 H -0.27833 -2.66927 -2.24841  C2 1.084
11 H 2.29823 -0.88905 0.17975  N4 1.009
12 H 1.31181 -2.14124 0.74690  N4 1.005
13 H -0.15068 0.43931 -2.07826  C5 1.077
14 H 0.75724 1.33305 0.40520  C6 1.096
15 H 2.29367 1.13651 -0.50894  C6 1.092
16 H 1.14562 3.51596 -0.60840  C7 1.097
17 H 1.54218 2.87237 -2.14119  C7 1.092
18 H -0.10536 2.67142 -1.55550  C7 1.082
19 O -2.62294 1.97566 4.36328  H20 0.963, H21 0.968
20 H -2.66145 1.85349 3.40875  O19 0.963
21 H -1.91721 1.38513 4.66455  O19 0.968

=====

(3)
C6H13NO | ωB97M-V/def2-TZVPD

## Properties
F_max: 4.07 eV/Å
SMILES string: CC(=O)NCC(C)C
gap between HOMO and LUMO: 10.4 eV
lowest unoccupied orbital energy: 0.847 eV
highest occupied orbital energy: -9.6 eV
ΔE to the lowest compared entry with this formula, charge and spin: 187.9 kJ/mol

Each atom is followed by the atoms it is bonded to, with distances in Å.
Cartesian coordinates (Å):
1 C -0.11252 -0.29379 3.27692  C2 1.462, H9 1.093, H10 1.112, H11 1.109
2 C -0.26692 -0.89353 1.95286  C1 1.462, O3 1.204, N4 1.343
3 O -1.07015 -1.77054 1.76338  C2 1.204
4 N 0.55766 -0.45015 0.99063  C2 1.343, C5 1.437, H12 0.981
5 C 0.15783 -0.79793 -0.34491  N4 1.437, C6 1.487, H13 1.095, H14 1.200
6 C -0.35645 0.32110 -1.17836  C5 1.487, C7 1.557, C8 1.529, H15 1.216
7 C -0.42045 -0.07567 -2.68303  C6 1.557, H16 1.077, H17 1.169, H18 1.122
8 C 0.51041 1.57598 -1.07472  C6 1.529, H19 1.176, H20 1.019, H21 1.037
9 H 0.41020 0.65500 3.12913  C1 1.093
10 H 0.49845 -0.84404 4.02566  C1 1.112
11 H -1.15591 -0.19096 3.63773  C1 1.109
12 H 1.41785 -0.01234 1.16847  N4 0.981
13 H 0.99877 -1.29554 -0.83871  C5 1.095
14 H -0.52134 -1.78553 -0.40637  C5 1.200
15 H -1.50163 0.50888 -0.81657  C6 1.216
16 H 0.35135 -0.16401 -3.42861  C7 1.077
17 H -0.85966 0.92761 -3.09120  C7 1.169
18 H -1.11378 -0.92743 -2.91337  C7 1.122
19 H 1.53026 1.38000 -1.62609  C8 1.176
20 H 0.91334 1.69451 -0.14624  C8 1.019
21 H 0.03269 2.43838 -1.39662  C8 1.037

=====

(4)
C6H13NO | ωB97M-V/def2-TZVPD

## Properties
F_max: 6.29 eV/Å
gap between HOMO and LUMO: 8.1 eV
lowest unoccupied orbital energy: 0.873 eV
highest occupied orbital energy: -7.3 eV
ΔE to the lowest compared entry with this formula, charge and spin: 521.6 kJ/mol

Each atom is followed by the atoms it is bonded to, with distances in Å.
Cartesian coordinates (Å):
1 C -1.07497 0.73832 0.45293  C4 1.512, C5 1.508, O7 1.403
2 C 0.51822 -0.54014 -1.15124  C3 1.392, H11 1.084, H12 1.088
3 C 0.80916 0.61348 -0.42878  C2 1.392, H13 1.088, H14 1.086
4 C -2.14395 -0.29645 0.18194  C1 1.512, H16 1.101, H18 1.092, H19 1.095
5 C -0.67440 0.79844 1.90521  C1 1.508, H17 1.101, H20 1.093, H21 1.092
6 C 2.50980 -1.17940 -1.25675  N8 1.265, H15 1.109
7 O -1.51075 2.01474 0.06576  C1 1.403, H9 0.967
8 N 2.75918 -2.02514 -0.34921  C6 1.265, H10 1.031
9 H -1.91212 1.95941 -0.81281  O7 0.967
10 H 3.71020 -2.42190 -0.38195  N8 1.031
11 H 0.17585 -1.47169 -0.71430  C2 1.084
12 H 0.18289 -0.39234 -2.17612  C2 1.088
13 H 0.82858 1.54427 -0.99189  C3 1.088
14 H 1.56171 0.60350 0.35462  C3 1.086
15 H 3.29184 -0.74162 -1.91067  C6 1.109
16 H -3.06622 -0.06941 0.73883  C4 1.101
17 H -1.53820 1.03647 2.54425  C5 1.101
18 H -1.82821 -1.29004 0.50565  C4 1.092
19 H -2.41872 -0.33585 -0.87685  C4 1.095
20 H 0.04583 1.60095 2.08162  C5 1.093
21 H -0.22570 -0.14562 2.21977  C5 1.092

=====

(5)
C6H13NO | ωB97M-V/def2-TZVPD

## Properties
F_max: 2.01 eV/Å
SMILES string: CN[C@H](C=O)C(C)C
gap between HOMO and LUMO: 10.0 eV
lowest unoccupied orbital energy: 0.883 eV
highest occupied orbital energy: -9.1 eV
ΔE to the lowest compared entry with this formula, charge and spin: 193.6 kJ/mol

Each atom is followed by the atoms it is bonded to, with distances in Å.
Cartesian coordinates (Å):
1 C 1.24453 -1.52202 1.28318  N2 1.472, H9 1.098, H10 1.087, H11 1.085
2 N 1.23668 -1.01037 -0.09706  C1 1.472, C3 1.474, H12 1.015
3 C -0.02065 -0.47524 -0.64875  N2 1.474, C4 1.566, C6 1.545, H13 1.090
4 C 0.56772 0.45331 -1.76374  C3 1.566, O5 1.199, H14 1.112
5 O 0.18311 1.56134 -2.01097  C4 1.199
6 C -0.91910 0.39779 0.25533  C3 1.545, C7 1.529, C8 1.553, H15 1.090
7 C -1.99433 -0.43085 0.95928  C6 1.529, H16 1.096, H17 1.084, H18 1.099
8 C -0.22222 1.36128 1.25397  C6 1.553, H19 1.085, H20 1.085, H21 1.097
9 H 1.95501 -0.95018 1.89423  C1 1.098
10 H 1.48539 -2.58045 1.33549  C1 1.087
11 H 0.32235 -1.32399 1.81860  C1 1.085
12 H 1.53916 -1.80777 -0.64656  N2 1.015
13 H -0.68904 -1.23994 -1.04336  C3 1.090
14 H 1.49567 0.05974 -2.23422  C4 1.112
15 H -1.35811 1.10847 -0.44442  C6 1.090
16 H -1.60115 -0.94157 1.84555  C7 1.096
17 H -2.53397 -1.15084 0.35425  C7 1.084
18 H -2.67886 0.24883 1.48601  C7 1.099
19 H 0.49964 1.94164 0.68977  C8 1.085
20 H -1.01207 1.83769 1.82483  C8 1.085
21 H 0.39266 0.81890 1.98263  C8 1.097

=====

(6)
C6H13NO | ωB97M-V/def2-TZVPD

## Properties
F_max: 0.87 eV/Å
SMILES string: CCCN[C@H](C)C=O
gap between HOMO and LUMO: 9.7 eV
lowest unoccupied orbital energy: 1.026 eV
highest occupied orbital energy: -8.6 eV
ΔE to the lowest compared entry with this formula, charge and spin: 125.6 kJ/mol

Each atom is followed by the atoms it is bonded to, with distances in Å.
Cartesian coordinates (Å):
1 C 2.44523 -1.86012 1.24564  C2 1.521, H9 1.091, H10 1.097, H11 1.084
2 C 1.92875 -0.59766 0.57217  C1 1.521, C3 1.505, H12 1.089, H13 1.086
3 C 0.47995 -0.68709 0.17412  C2 1.505, N4 1.459, H14 1.093, H15 1.101
4 N 0.01484 0.58535 -0.36713  C3 1.459, C5 1.437, H16 1.009
5 C -1.33816 0.61939 -0.84960  N4 1.437, C6 1.539, C7 1.513, H17 1.089
6 C -1.68035 2.01266 -1.40524  C5 1.539, H18 1.091, H19 1.092, H20 1.094
7 C -2.40711 0.27282 0.16389  C5 1.513, O8 1.202, H21 1.112
8 O -2.24397 0.25911 1.35451  C7 1.202
9 H 1.91887 -2.09548 2.17178  C1 1.091
10 H 3.50178 -1.75578 1.52136  C1 1.097
11 H 2.40220 -2.70526 0.56793  C1 1.084
12 H 2.10615 0.26005 1.21863  C2 1.089
13 H 2.53633 -0.38474 -0.30273  C2 1.086
14 H 0.39159 -1.41223 -0.63837  C3 1.093
15 H -0.20170 -1.03281 0.96593  C3 1.101
16 H 0.25345 1.37774 0.21035  N4 1.009
17 H -1.39331 -0.06674 -1.69301  C5 1.089
18 H -1.56101 2.05988 -2.48819  C6 1.091
19 H -1.03161 2.78491 -0.98629  C6 1.092
20 H -2.70998 2.29665 -1.16836  C6 1.094
21 H -3.41195 0.06937 -0.26742  C7 1.112

=====

(7)
C6H13NO | ωB97M-V/def2-TZVPD

## Properties
total charge: +1
F_max: 5.05 eV/Å
<S²>: 0.771
gap between HOMO and LUMO (spin up / spin down): 9.0 / 5.2 eV
lowest unoccupied orbital energy (spin up / spin down): -4.694 / -7.826 eV
highest occupied orbital energy (spin up / spin down): -13.7 / -13.0 eV
multiplicity: 2
ΔE to the lowest compared entry with this formula, charge and spin: 303.3 kJ/mol

Each atom is followed by the atoms it is bonded to, with distances in Å.
Cartesian coordinates (Å):
1 C 1.71240 1.27211 -0.36958  C2 1.605, N7 1.407, H8 1.125, H9 1.146
2 C 1.28574 -0.12806 0.28982  C1 1.605, C3 1.529, H10 1.094, H11 1.106
3 C -0.19464 -0.30616 -0.04876  C2 1.529, C4 1.352, H12 1.061
4 C -0.55677 -0.63006 -1.31092  C3 1.352, C5 1.452, H13 1.070
5 C -1.89257 -0.69971 -1.87564  C4 1.452, C6 1.338, H14 1.018
6 C -2.81831 -0.09628 -1.12099  C5 1.338, H15 1.060, H16 1.073
7 N 1.76573 2.24989 0.64130  C1 1.407, H17 1.029, H18 1.174
8 H 1.14274 1.64194 -1.26642  C1 1.125
9 H 2.70672 1.15990 -0.92764  C1 1.146
10 H 1.41236 -0.17753 1.37549  C2 1.094
11 H 1.87392 -1.00887 -0.02925  C2 1.106
12 H -0.93866 0.12107 0.57591  C3 1.061
13 H 0.13600 -0.77480 -2.11333  C4 1.070
14 H -1.83346 -1.16730 -2.77783  C5 1.018
15 H -2.63115 0.46390 -0.24094  C6 1.060
16 H -3.84915 -0.10165 -1.41729  C6 1.073
17 H 0.86586 2.39630 1.11937  N7 1.029
18 H 2.59735 1.98958 1.42869  N7 1.174
19 H 0.62523 -2.36344 2.83124  O21 0.958
20 H -0.44773 -1.79560 1.92128  O21 0.980
21 O 0.09560 -1.57547 2.70600  H19 0.958, H20 0.980

=====

(8)
C6H13NO2 | ωB97M-V/def2-TZVPD

## Properties
F_max: 1.52 eV/Å
SMILES string: CC(=O)N(C)C.CC=O
gap between HOMO and LUMO: 10.0 eV
lowest unoccupied orbital energy: 0.899 eV
highest occupied orbital energy: -9.1 eV
ΔE to the lowest compared entry with this formula, charge and spin: 97.2 kJ/mol

Each atom is followed by the atoms it is bonded to, with distances in Å.
Cartesian coordinates (Å):
1 C 1.64747 -1.64125 0.22282  C2 1.510, H7 1.088, H8 1.087, H9 1.087
2 C 1.23488 -0.56368 -0.75044  C1 1.510, O3 1.218, N4 1.376
3 O 1.97959 0.33792 -1.09201  C2 1.218
4 N -0.07771 -0.59667 -1.16156  C2 1.376, C5 1.446, C6 1.447
5 C -0.55525 0.39835 -2.09616  N4 1.446, H10 1.088, H11 1.091, H12 1.093
6 C -0.95724 -1.71630 -0.90399  N4 1.447, H13 1.088, H14 1.093, H15 1.089
7 H 1.65945 -2.61176 -0.26991  C1 1.088
8 H 2.64972 -1.41525 0.57692  C1 1.087
9 H 0.96254 -1.68034 1.06657  C1 1.087
10 H 0.22060 1.14933 -2.23043  C5 1.088
11 H -0.81921 -0.04947 -3.05557  C5 1.091
12 H -1.44013 0.88442 -1.67644  C5 1.093
13 H -1.82127 -1.66969 -1.56409  C6 1.088
14 H -1.31792 -1.67349 0.12694  C6 1.093
15 H -0.45719 -2.67251 -1.05429  C6 1.089
16 C -0.48503 2.49369 2.30414  C17 1.497, H19 1.089, H20 1.089, H21 1.089
17 C -0.31650 1.18589 1.59612  C16 1.497, O18 1.204, H22 1.153
18 O -0.91854 0.17753 1.86295  C17 1.204
19 H -1.39340 2.49608 2.90402  C16 1.089
20 H -0.53427 3.29957 1.57328  C16 1.089
21 H 0.37108 2.67446 2.95273  C16 1.089
22 H 0.36835 1.19316 0.66844  C17 1.153